Record 1
72
Properties=species:S:1:pos:R:3:forces:R:3:mulliken_spin:R:1 method="wB97M-V/def2-TZVPD" total_energy_ha=-3445.25899 molar_mass_g_mol=914.8 charge=-1 spin_multiplicity=2 homo_lumo_gap_ha="0.287 / 0.230" relative_energy_ev=0.826 homo_ha="-0.243 / -0.243"
Hg -0.96586 -0.98953 0.05657 0.417 0.316 -0.273 0.02
C -4.96717 -0.44760 -1.64197 0.006 0.079 0.022 0.00
C -3.79121 -1.24480 -1.18221 0.075 0.060 -0.141 0.00
N -3.44075 -1.44120 0.02299 -0.009 -0.218 0.261 0.00
O -4.12014 -0.83293 1.03837 0.078 0.074 -0.242 0.00
B -3.89382 -1.51372 2.31455 0.375 -0.159 0.391 0.00
F -4.51714 -0.79121 3.29077 -0.071 -0.035 -0.035 0.00
F -4.18217 -2.85198 2.26343 -0.111 0.057 0.004 0.00
O -2.33273 -1.51895 2.89564 -0.171 -0.047 -0.128 0.23
N -1.46669 -2.07079 2.11084 0.114 0.060 -0.029 0.22
C -0.29726 -2.48561 2.59692 -0.433 0.191 0.228 0.01
C 0.06837 -2.34695 4.03055 0.088 -0.010 0.034 0.00
C 0.57554 -3.03793 1.60893 -0.004 -0.251 -0.471 0.04
N -0.02803 -3.25338 0.42313 0.243 0.044 0.074 0.17
O 0.68910 -3.72048 -0.52136 -0.371 -0.094 -0.202 0.30
B -0.27111 -4.13599 -1.85927 0.400 -0.098 0.407 -0.01
F -1.18121 -4.98598 -1.28245 -0.029 -0.004 -0.116 0.00
F 0.63777 -4.69845 -2.68678 -0.070 -0.029 -0.042 0.00
O -0.89149 -2.99111 -2.51539 -0.089 0.090 0.167 0.00
N -1.76435 -2.33243 -1.69421 0.168 0.310 -0.349 0.00
C -2.86702 -1.91393 -2.18278 -0.119 -0.105 0.297 0.00
C -3.28119 -2.05848 -3.60683 -0.009 -0.121 -0.030 0.00
C 1.99985 -3.39035 1.81524 0.049 0.102 0.087 0.00
H -5.45380 0.01657 -0.78835 -0.001 -0.027 0.015 0.00
H -5.68811 -1.07954 -2.16270 0.001 -0.024 0.007 0.00
H -4.65154 0.33227 -2.33758 0.020 -0.001 -0.004 0.00
H -0.82336 -2.17854 4.62850 -0.007 -0.011 -0.017 0.00
H 0.72370 -1.47818 4.13897 -0.018 0.019 -0.042 0.00
H 0.59939 -3.22713 4.39131 -0.001 -0.005 -0.008 0.00
H -2.60338 -2.72855 -4.12731 0.005 -0.006 0.016 0.00
H -3.24763 -1.08233 -4.09562 0.005 0.021 0.010 0.00
H -4.30308 -2.42940 -3.68347 -0.005 -0.021 0.017 0.00
H 2.39562 -2.93420 2.71948 -0.013 0.006 -0.002 0.00
H 2.56660 -3.04818 0.94333 -0.017 -0.007 -0.013 0.01
H 2.12053 -4.47527 1.87271 -0.010 -0.006 -0.023 0.00
O 3.11795 -2.10731 -1.34106 -0.057 0.022 -0.055 0.00
S 2.68555 -0.72502 -1.27478 0.012 -0.075 0.420 0.00
O 2.99237 0.08672 -2.42691 0.014 0.068 0.016 0.00
O 1.30355 -0.57235 -0.80388 -0.529 -0.335 -0.291 0.00
C 3.67866 -0.06380 0.08482 0.013 -0.018 -0.176 0.00
C 5.02702 -0.39433 -0.01948 0.135 -0.013 -0.046 0.00
C 5.95668 0.02744 0.91331 -0.055 0.018 0.028 0.00
C 5.53890 0.79404 1.99104 -0.032 -0.035 -0.069 0.00
C 4.19962 1.12105 2.11174 0.018 0.040 0.065 0.00
C 3.25818 0.70369 1.17031 -0.066 -0.032 0.276 0.00
S 1.56954 1.22698 1.53548 -0.042 0.193 -0.573 0.00
O 1.13213 1.93310 0.30829 0.952 0.131 0.903 0.00
O 1.67511 2.10747 2.67429 0.015 -0.022 0.102 0.00
O 0.76861 0.02801 1.80926 -0.027 -0.077 0.134 0.00
H 5.34038 -1.00671 -0.85467 -0.044 0.008 -0.023 0.00
H 6.99777 -0.24597 0.79546 0.008 0.007 0.015 0.00
H 6.24560 1.13709 2.73591 0.007 0.002 0.004 0.00
H 3.85730 1.71885 2.94381 -0.027 -0.005 -0.007 0.00
O 2.51045 5.52788 -2.74392 -0.036 -0.050 -0.013 0.00
C 1.18819 5.99160 -2.59140 0.113 0.045 -0.058 0.00
N 0.43419 5.26872 -1.60194 -0.122 -0.060 0.019 0.00
C -0.08324 4.04343 -1.94434 0.160 0.025 0.033 0.00
O -0.01520 3.60678 -3.07883 0.007 -0.038 -0.010 0.00
C -0.75104 3.30287 -0.84440 0.125 -0.189 0.118 0.00
C -1.55014 3.90434 0.08669 -0.093 0.036 0.111 0.00
C -2.20548 3.12115 1.04759 0.034 0.037 -0.050 0.00
C -2.12438 1.76089 0.93041 -0.085 -0.132 -0.072 -0.01
N -1.39256 1.16049 -0.03327 0.529 0.057 0.276 0.00
C -0.53078 1.90224 -0.74812 -1.611 0.214 -1.162 0.00
H 2.46039 4.62130 -3.07489 0.026 0.011 0.005 0.00
H 0.64214 5.91670 -3.53248 -0.039 0.032 0.043 0.00
H 1.26425 7.03460 -2.28979 0.000 -0.013 0.019 0.00
H 0.68392 5.38506 -0.63184 0.030 0.042 -0.014 0.00
H -1.71059 4.97552 0.05884 0.031 0.015 0.001 0.00
H -2.81752 3.56050 1.82060 -0.011 0.010 -0.002 0.00
H -2.68953 1.10350 1.57673 -0.039 0.015 0.001 0.01
H -0.00424 1.40976 -1.55250 0.202 -0.085 0.165 0.00


Record 2
50
Properties=species:S:1:pos:R:3:forces:R:3:mulliken_spin:R:1 method="wB97M-V/def2-TZVPD" total_energy_ha=-1145.73535 molar_mass_g_mol=433.2 charge=-1 spin_multiplicity=4 homo_lumo_gap_ha="0.146 / 0.223" homo_ha="-0.039 / -0.118"
Tc -0.46909 -0.63816 0.12427 -0.698 1.394 -0.747 1.55
C -1.62056 1.09751 -1.01888 -0.958 1.027 -0.537 0.07
C -0.62343 1.12390 -2.15967 0.253 -0.127 -0.461 0.15
C -0.42293 -0.14277 -2.64636 0.002 1.097 0.207 -0.08
H -0.18150 2.03601 -2.54851 0.128 -0.242 0.229 0.01
C -1.22322 -1.08668 -1.84762 -0.252 -0.018 -1.678 0.14
C -2.12165 -0.27217 -1.11947 -0.906 -0.072 0.406 -0.04
H -3.13072 -0.53936 -0.82211 0.279 0.011 0.094 0.01
H -2.37556 1.91431 -0.95162 0.094 -0.302 -0.798 0.08
H 0.18773 -0.41227 -3.51186 0.020 0.131 0.524 0.00
H -1.40045 -2.12418 -2.15986 -0.024 0.586 0.177 -0.02
C -0.89772 -0.90900 2.17571 0.254 -1.010 1.039 0.04
C -2.15606 -1.03318 1.52416 -0.187 -0.002 1.118 0.06
C -2.07589 -2.14302 0.66771 -0.112 -0.306 0.278 -0.01
H -3.01436 -0.42653 1.70686 -0.317 0.364 -0.062 0.00
C -0.81481 -2.74628 0.78277 1.137 -0.877 1.193 0.03
C -0.07969 -2.00620 1.74927 0.396 -0.878 0.719 0.01
H 0.92673 -2.20486 2.06330 0.162 -0.161 0.160 0.02
H -0.61908 -0.18647 2.91029 -0.036 0.318 0.290 0.00
H -2.84860 -2.52013 0.02258 -0.122 0.157 -0.158 0.00
H -0.51697 -3.68614 0.34707 0.093 0.139 -0.210 0.01
O 1.49988 1.05235 0.43993 0.092 -1.415 -0.483 0.19
C 2.39928 -3.50514 -1.40949 -1.310 5.088 1.581 0.19
C 2.61847 -2.10586 -1.29830 2.067 -1.273 -2.130 -0.13
C 1.31621 -3.89975 -2.36636 -0.196 -0.057 -0.026 0.02
C 2.54744 -4.20574 -0.07318 0.383 -0.228 -0.496 -0.01
C 2.30846 0.48257 -0.38371 1.497 -0.733 -1.535 0.81
H 2.41483 -1.36516 -2.13753 -0.044 -1.408 0.975 0.01
H 3.50067 -1.76073 -0.71395 -1.095 -0.348 0.089 0.01
H 3.39885 0.24884 -0.14345 -0.984 0.472 0.361 0.03
H 2.24305 0.48866 -1.55588 -0.570 0.465 1.822 -0.11
H 1.60392 -4.83166 -2.85241 -0.556 -0.183 -0.236 0.00
H 1.09110 -3.11711 -3.09433 0.744 -0.054 -0.308 0.00
H 0.32672 -3.93496 -1.89001 0.171 -0.775 0.359 0.01
H 3.27765 -5.01386 -0.19320 -0.306 -0.303 0.585 0.01
H 1.56313 -4.54533 0.25580 0.085 -0.548 -0.082 0.01
H 2.85037 -3.51084 0.72581 0.294 -0.217 -0.507 0.00
O -0.21551 2.65433 0.13532 -0.277 -0.483 1.663 -0.01
B -1.11779 1.61228 0.62368 1.099 0.400 -1.886 -0.09
O -1.75774 2.12497 1.82981 0.831 -1.084 -0.730 0.02
C -1.07568 3.28579 2.13757 -0.236 1.572 -1.555 -0.02
C -1.65080 4.38129 2.80568 0.858 -0.245 -0.671 0.00
C -1.19100 5.66684 2.45132 -0.400 0.044 0.657 0.00
C -0.15133 5.88028 1.54782 0.998 -0.440 -0.283 0.00
C 0.48578 4.79463 0.92881 -0.655 -0.295 0.730 -0.01
C -0.09878 3.53590 1.13019 -1.388 0.945 0.169 0.02
H -2.50130 4.21675 3.45563 -0.014 0.166 -0.027 0.00
H -1.69187 6.54018 2.87365 0.147 -0.269 0.030 0.00
H 0.18371 6.88671 1.26052 -0.276 -0.374 0.418 0.00
H 1.30011 4.84941 0.22221 -0.165 0.349 -0.269 0.00


Record 3
63
Properties=species:S:1:pos:R:3:forces:R:3:mulliken_spin:R:1 method="wB97M-V/def2-TZVPD" total_energy_ha=-5232.35140 molar_mass_g_mol=938.1 spin_multiplicity=2 homo_lumo_gap_ha="0.276 / 0.270" relative_energy_ev=2.153 homo_ha="-0.333 / -0.323"
Re 0.35184 0.01317 0.92602 0.612 -0.619 0.386 0.74
O 2.33601 -1.56409 1.17422 -0.202 -0.174 0.010 0.00
C 3.56380 -0.84808 1.05242 -0.058 0.083 -0.084 0.00
C 3.33236 0.66820 1.00717 0.107 0.094 -0.013 0.00
N 2.13203 1.04597 1.78080 -0.011 0.230 0.112 0.01
C 2.26754 0.73295 3.23431 -0.046 0.203 0.040 0.01
C 0.90541 0.19992 3.59617 -0.361 -0.021 -0.149 0.01
O 0.12336 0.78393 4.36787 0.239 0.012 0.117 0.00
O 0.48122 -0.75734 2.86276 0.277 -0.342 -0.035 -0.01
C 1.76426 2.47103 1.56665 -0.048 -0.069 0.005 0.02
C 1.01009 2.67562 0.24243 -0.089 -0.230 -0.063 0.00
O 1.21143 3.64189 -0.44316 0.007 0.052 0.027 0.00
O 0.11124 1.74280 -0.04369 0.016 0.341 -0.154 0.00
H 2.16644 -2.09201 0.35812 0.108 -0.115 0.199 0.00
H 4.19067 -1.11890 1.90223 -0.035 -0.017 0.072 0.00
H 4.10844 -1.14570 0.15400 -0.039 -0.007 -0.015 0.00
H 4.20716 1.20432 1.39279 -0.006 -0.075 0.038 0.00
H 3.16393 1.00786 -0.01262 0.001 -0.021 -0.014 0.00
H 3.01382 -0.03885 3.39211 0.019 -0.082 -0.023 0.00
H 2.52819 1.62190 3.80463 0.021 0.006 0.019 0.00
H 1.07340 2.76078 2.36256 -0.012 0.010 -0.003 0.00
H 2.64083 3.11804 1.59780 0.017 0.005 -0.027 0.00
F -2.52819 0.48992 5.38684 -0.017 -0.036 0.045 0.00
Te -1.89188 0.17123 3.64841 -0.066 0.313 -0.502 0.00
F -1.98903 2.06189 3.70864 -0.020 0.040 0.053 0.00
F -1.28362 -1.30824 4.66232 0.121 -0.015 0.023 0.00
F -2.15294 -1.37922 2.52319 -0.113 -0.078 0.018 0.00
F -3.69678 0.25718 3.22907 -0.070 0.151 -0.041 0.00
O -1.09285 0.78449 1.93261 -0.214 -0.022 0.582 0.15
C -1.66298 -2.75896 -0.19091 -0.021 -0.007 -0.051 0.00
P -1.47697 -0.96263 -0.32365 -0.071 -0.238 0.012 0.02
C -1.29395 -0.69757 -2.11873 0.063 -0.052 -0.073 0.00
C -3.08835 -0.20757 -0.01473 -0.001 0.059 -0.003 0.01
C -4.21576 -0.95961 0.28956 0.017 -0.023 -0.008 0.00
C -5.43924 -0.33177 0.47052 -0.002 0.006 0.006 0.00
C -5.53770 1.04566 0.35056 -0.027 -0.009 0.001 0.00
C -4.41215 1.80001 0.04868 -0.005 -0.018 -0.004 0.00
C -3.18847 1.17743 -0.13422 -0.010 0.069 0.002 0.00
H -1.89666 -3.02455 0.83646 0.000 -0.022 0.065 0.00
H -0.70804 -3.20819 -0.47366 -0.056 0.035 0.023 0.00
H -2.44296 -3.12555 -0.86034 0.007 0.020 0.009 0.00
H -2.27778 -0.74912 -2.58282 -0.011 -0.021 0.001 0.00
H -0.65906 -1.46706 -2.56255 -0.029 0.064 0.034 0.00
H -0.85799 0.28279 -2.30587 -0.030 0.032 -0.011 0.00
H -4.14368 -2.03178 0.41394 -0.002 -0.002 0.013 0.00
H -6.31124 -0.92011 0.72530 0.007 0.006 -0.010 0.00
H -6.49159 1.53418 0.50503 0.018 -0.004 0.000 0.00
H -4.48353 2.87704 -0.02917 0.006 -0.008 -0.002 0.00
H -2.30723 1.77483 -0.34076 -0.019 -0.045 0.003 0.00
Br 2.27670 2.74027 -5.06098 0.002 0.021 -0.008 0.00
C 2.30701 0.90835 -4.60035 -0.006 -0.029 0.023 0.00
C 2.64622 -0.03307 -5.56035 0.011 0.001 -0.020 0.00
C 2.66580 -1.37880 -5.22044 -0.007 -0.008 -0.009 0.00
C 2.35038 -1.77809 -3.93232 0.013 -0.010 -0.008 0.00
C 2.01112 -0.82286 -2.98105 0.071 -0.027 0.031 0.00
C 1.98576 0.52970 -3.30897 0.006 0.009 -0.005 0.00
C 1.66306 -1.27237 -1.60164 -0.189 0.237 0.005 0.00
O 1.66538 -2.45698 -1.28235 0.111 0.042 0.185 0.01
O 1.38290 -0.30319 -0.77074 0.048 0.287 -0.841 0.04
H 2.89214 0.28669 -6.56396 -0.006 -0.008 0.012 0.00
H 2.92746 -2.11554 -5.96866 0.001 0.015 0.008 0.00
H 2.36088 -2.82206 -3.64904 -0.004 0.018 -0.001 0.00
H 1.71230 1.26982 -2.56844 -0.023 -0.004 -0.002 0.00


Record 4
54
Properties=species:S:1:pos:R:3:forces:R:3:mulliken_spin:R:1 method="wB97M-V/def2-TZVPD" total_energy_ha=-5285.39723 molar_mass_g_mol=529.4 charge=+4 spin_multiplicity=4 homo_lumo_gap_ha="0.276 / 0.213" relative_energy_ev=0.000 homo_ha="-0.763 / -0.768"
Mn -0.50941 -0.47295 -0.35727 -0.054 0.086 -0.003 2.11
Br -0.53107 6.64143 2.14885 -0.001 -0.002 0.004 0.42
C -0.72306 5.00805 1.39508 -0.003 0.003 0.002 0.17
C -2.02615 4.46162 1.22944 0.002 -0.001 -0.001 0.13
C -2.16815 3.25267 0.59627 0.000 0.001 -0.001 -0.05
C -1.03033 2.57903 0.11855 0.002 0.006 -0.005 0.18
C 0.26535 3.08230 0.33307 -0.001 -0.001 -0.001 -0.03
C 0.42685 4.29386 0.95232 0.000 0.000 0.000 0.12
N -1.19680 1.39499 -0.66216 0.009 0.004 -0.010 -0.08
C -1.95558 1.47648 -1.70693 -0.011 -0.001 0.006 0.01
C -2.18192 0.29027 -2.50382 0.010 0.000 -0.008 0.05
C -2.97692 0.26172 -3.62975 0.000 -0.001 0.000 0.01
C -3.13297 -0.95689 -4.29955 -0.001 -0.001 0.000 0.01
C -2.48838 -2.07564 -3.80949 0.000 -0.001 0.001 0.00
C -1.69773 -1.96643 -2.66314 -0.020 -0.005 0.013 0.03
N -1.54452 -0.80925 -2.02693 0.041 -0.037 -0.010 -0.07
H -2.88900 5.00860 1.58871 0.000 0.000 0.000 0.00
H -3.15429 2.82667 0.45816 0.000 0.000 0.000 0.00
H 1.12434 2.54880 -0.05240 0.001 -0.001 0.001 0.00
H 1.40853 4.73151 1.08127 0.000 0.000 0.000 0.00
H -2.41458 2.41970 -1.99646 -0.001 0.000 0.001 -0.01
H -3.47080 1.15922 -3.98047 0.000 0.001 0.000 0.00
H -3.75404 -1.01914 -5.18424 0.000 0.000 0.000 0.00
H -2.59008 -3.03809 -4.29341 0.000 0.000 0.000 0.00
H -1.19267 -2.83118 -2.24927 0.001 0.000 -0.001 0.00
C 2.86231 -3.02857 -1.46608 -0.002 -0.004 -0.001 0.00
N 2.68276 -1.89329 -2.37918 0.022 0.017 0.016 0.02
C 3.50609 -1.92702 -3.60540 0.000 0.000 0.000 0.00
C 1.89526 -0.90239 -2.14298 0.014 0.111 -0.002 0.01
O 1.18120 -0.78037 -1.06812 0.006 -0.148 0.014 0.03
H 3.90613 -3.06204 -1.15745 0.000 0.000 0.000 0.00
H 2.62780 -3.94726 -2.00138 0.000 0.000 0.000 0.00
H 2.22044 -2.92199 -0.59893 -0.002 -0.001 -0.001 0.00
H 3.24945 -2.81768 -4.17538 0.003 -0.002 0.001 0.00
H 4.55497 -1.97161 -3.31879 0.000 0.003 0.000 0.00
H 3.32560 -1.03763 -4.20286 -0.003 -0.002 -0.002 0.00
H 1.86661 -0.10542 -2.88421 -0.026 -0.017 -0.018 0.00
C -0.34249 -1.70232 5.70453 0.000 0.001 0.001 0.00
C -0.12840 -1.21748 4.32101 0.000 0.000 0.000 0.00
C 1.01956 -0.61785 3.85057 0.000 0.000 -0.001 0.00
C 1.12477 -0.24239 2.51062 0.009 -0.031 -0.002 -0.01
N 0.08169 -0.44268 1.67559 0.010 0.001 -0.003 -0.02
C -1.02593 -1.02760 2.13516 -0.005 0.008 0.001 0.02
S -2.22108 -1.26851 0.91543 0.000 0.016 0.011 -0.07
N -1.13780 -1.40164 3.41519 0.002 -0.004 -0.002 0.01
C 2.37308 0.36236 1.97853 -0.001 0.000 -0.001 0.00
H 0.40098 -1.28825 6.38049 0.002 -0.003 -0.001 0.00
H -0.24914 -2.79373 5.72300 -0.003 0.000 -0.001 0.00
H -1.34110 -1.44871 6.06546 0.001 0.003 0.001 0.00
H 1.84945 -0.45604 4.52452 0.000 0.000 0.000 0.00
H -1.99674 -1.85505 3.72118 0.000 0.000 0.000 0.00
H 2.60930 1.27602 2.52809 -0.001 0.001 -0.001 0.00
H 2.29891 0.57086 0.91514 0.000 -0.001 0.000 0.00
H 3.20971 -0.31911 2.14986 0.001 0.001 0.002 0.00